# 1
DFT (ωB97M-V/def2-TZVPD) results for a structure of composition C42H31BrF15GeN5O3SV.

Summary:
ΔE to the lowest compared entry with this formula, charge and spin = 184.9 kJ/mol
calculated total energy = -9609.57459 Eh
F_max = 2.67 eV Å⁻¹
orbital gap (alpha / beta) = 4.87 / 5.00 eV
<S²> = 0.927
multiplicity = 2

Last column: Mulliken spin population.
Positions of all 100 atoms, in Å:
1 V -0.51 1.38 0.95  1.13
2 C 1.97 2.00 -4.00  0.00
3 C 1.90 2.17 -2.52  0.00
4 C 3.01 2.68 -1.83  0.02
5 C 2.91 2.91 -0.47  -0.01
6 C 1.72 2.58 0.14  0.03
7 Br 1.52 2.93 2.00  0.01
8 N 0.68 2.01 -0.47  0.04
9 C 0.77 1.85 -1.79  0.03
10 H 1.68 2.93 -4.48  0.00
11 H 1.29 1.22 -4.34  0.00
12 H 2.98 1.76 -4.32  0.00
13 H 3.93 2.89 -2.35  0.00
14 H 3.73 3.30 0.10  0.00
15 H -0.11 1.45 -2.28  -0.01
16 C -1.00 5.63 3.55  0.00
17 C -2.03 4.62 4.06  0.00
18 C -2.84 3.93 2.93  0.01
19 C -4.03 3.17 3.54  0.00
20 C -4.84 2.42 2.49  0.00
21 C -3.36 5.02 2.00  0.00
22 O -4.19 5.83 2.34  0.00
23 N -2.82 5.04 0.75  0.00
24 C -1.96 4.09 0.17  0.01
25 O -1.62 4.20 -0.99  0.00
26 N -1.57 3.07 0.96  -0.01
27 C -1.95 2.93 2.22  0.02
28 O -1.57 1.90 2.79  -0.01
29 H -0.43 6.01 4.38  0.00
30 H -1.50 6.47 3.06  0.00
31 H -0.31 5.18 2.84  0.00
32 H -2.73 5.14 4.71  0.00
33 H -1.52 3.84 4.63  0.00
34 H -4.67 3.90 4.03  0.00
35 H -3.64 2.48 4.29  0.00
36 H -5.31 3.12 1.81  0.00
37 H -5.63 1.85 2.97  0.00
38 H -4.22 1.74 1.91  0.00
39 H -3.15 5.77 0.12  0.00
40 F 2.94 -0.04 -0.55  -0.01
41 C 4.07 -0.77 -0.50  0.01
42 C 3.94 -2.14 -0.63  -0.02
43 C 5.10 -2.89 -0.58  0.00
44 F 5.02 -4.23 -0.64  0.00
45 C 6.35 -2.30 -0.47  0.00
46 F 7.47 -3.05 -0.44  0.00
47 C 6.45 -0.92 -0.39  0.00
48 F 7.66 -0.34 -0.31  0.00
49 C 5.30 -0.14 -0.38  0.00
50 F 5.40 1.20 -0.27  0.00
51 Ge 2.01 -2.72 -1.03  -0.03
52 S 0.92 -0.49 1.54  -0.01
53 C 2.40 -4.70 -1.56  -0.04
54 C 1.94 -5.62 -0.64  0.01
55 F 1.37 -5.14 0.49  0.00
56 C 2.04 -6.99 -0.82  0.00
57 F 1.59 -7.84 0.11  0.00
58 C 2.60 -7.48 -1.99  0.00
59 F 2.71 -8.79 -2.20  0.00
60 C 3.06 -6.58 -2.95  0.00
61 F 3.61 -7.04 -4.08  0.00
62 C 2.95 -5.21 -2.71  0.00
63 F 3.43 -4.38 -3.66  0.00
64 C 2.11 -2.09 -3.00  -0.01
65 C 3.03 -1.38 -3.73  0.00
66 F 4.12 -0.83 -3.15  0.00
67 C 2.91 -1.17 -5.11  0.00
68 F 3.85 -0.48 -5.77  0.00
69 C 1.82 -1.69 -5.79  0.00
70 F 1.68 -1.50 -7.11  0.00
71 C 0.86 -2.40 -5.08  0.00
72 F -0.21 -2.90 -5.72  0.00
73 C 1.03 -2.58 -3.72  0.00
74 F 0.10 -3.26 -3.02  0.00
75 C -4.06 -1.45 3.57  0.00
76 N -2.61 -1.63 3.51  0.00
77 C -1.93 -0.59 4.30  0.00
78 C -2.05 -1.74 2.11  -0.02
79 C -2.72 -0.89 1.04  0.01
80 C -3.88 -1.46 0.49  0.00
81 C -4.57 -0.86 -0.54  0.01
82 C -4.07 0.31 -1.08  0.00
83 C -2.89 0.84 -0.59  0.08
84 C -2.19 0.29 0.49  -0.12
85 H -4.39 -1.37 4.60  0.00
86 H -4.57 -2.29 3.10  0.00
87 H -4.33 -0.53 3.04  0.00
88 H -2.39 -2.53 3.96  0.00
89 H -2.06 0.38 3.82  0.01
90 H -0.86 -0.80 4.35  0.00
91 H -2.33 -0.56 5.31  0.00
92 H -2.16 -2.79 1.81  0.00
93 H -0.99 -1.51 2.17  0.03
94 H -4.22 -2.42 0.86  0.00
95 H -5.47 -1.33 -0.92  0.00
96 H -4.58 0.78 -1.91  0.00
97 H -2.50 1.73 -1.07  -0.01
98 N 0.09 -0.99 -0.92  -0.05
99 C 0.08 -0.33 0.13  -0.07
100 H -0.53 -0.80 -1.69  0.00

***

# 2
DFT (ωB97M-V/def2-TZVPD) results for an isolated molecule of C20H24ClN3O4.

Summary:
ΔE to the lowest compared entry with this formula, charge and spin = 16.5 kJ/mol
SMILES = CCOC(=O)C1(Cc2ccc(Cl)cc2)CCN(C(=O)C2=NNC(=O)CC2)CC1
calculated total energy = -1701.98162 Eh
F_max = 0.72 eV Å⁻¹
orbital gap = 9.58 eV

Last column: natural (NBO) charge in e.
Positions of all 52 atoms, in Å:
1 C 1.42 -5.72 1.84  -0.63
2 C 1.31 -5.16 0.43  -0.07
3 H 0.59 -5.73 -0.17  0.19
4 H 2.29 -5.15 -0.06  0.20
5 O 0.79 -3.82 0.44  -0.52
6 C 1.66 -2.84 0.67  0.82
7 O 2.84 -3.00 0.84  -0.61
8 C 0.96 -1.48 0.73  -0.13
9 C 1.99 -0.37 0.51  -0.42
10 H 2.96 -0.70 0.87  0.25
11 C 2.09 -0.01 -0.96  -0.22
12 N 0.84 0.59 -1.40  -0.42
13 C 0.90 1.65 -2.22  0.64
14 O 1.96 2.05 -2.70  -0.63
15 C -0.36 2.39 -2.55  0.15
16 N -1.35 2.39 -1.75  -0.21
17 N -2.43 3.15 -2.05  -0.46
18 C -2.48 4.18 -2.94  0.67
19 O -3.50 4.81 -3.10  -0.58
20 C -1.16 4.47 -3.62  -0.50
21 C -0.35 3.20 -3.82  -0.47
22 H 0.68 3.41 -4.11  0.27
23 H -0.80 2.58 -4.61  0.23
24 H -1.35 4.98 -4.57  0.24
25 H -0.62 5.16 -2.97  0.24
26 H -3.22 3.00 -1.43  0.41
27 C -0.37 0.04 -0.82  -0.21
28 H -0.69 0.66 0.02  0.21
29 C -0.13 -1.40 -0.35  -0.41
30 H 0.18 -2.00 -1.21  0.22
31 H -1.06 -1.81 0.01  0.22
32 H -1.16 0.04 -1.57  0.22
33 H 2.88 0.72 -1.14  0.25
34 H 2.32 -0.90 -1.56  0.19
35 H 1.71 0.53 1.06  0.21
36 C 0.37 -1.44 2.17  -0.41
37 C -0.45 -0.21 2.47  -0.04
38 C -1.82 -0.20 2.23  -0.15
39 C -2.57 0.94 2.44  -0.25
40 C -1.95 2.08 2.92  -0.03
41 C -0.60 2.08 3.20  -0.23
42 C 0.14 0.94 2.98  -0.20
43 H 1.19 0.93 3.23  0.22
44 H -0.13 2.97 3.60  0.23
45 Cl -2.89 3.52 3.17  0.01
46 H -3.63 0.94 2.25  0.23
47 H -2.31 -1.09 1.87  0.21
48 H -0.25 -2.33 2.31  0.22
49 H 1.21 -1.49 2.87  0.22
50 H 0.46 -5.68 2.34  0.21
51 H 1.76 -6.75 1.79  0.22
52 H 2.14 -5.14 2.41  0.22

***

# 3
DFT (ωB97M-V/def2-TZVPD) results for an isolated molecule of C10H13ClNOP.

Summary:
SMILES = O=[P@](CCl)(NC1CC1)c1ccccc1
calculated total energy = -1320.33190 Eh
F_max = 6.98 eV Å⁻¹
orbital gap = 10.09 eV

Last column: natural (NBO) charge in e.
Positions of all 27 atoms, in Å:
1 C 3.06 -0.91 -2.40  -0.21
2 C 1.89 -1.57 -2.24  -0.22
3 C 3.44 0.09 -1.58  -0.20
4 C 1.09 -1.05 -1.19  -0.18
5 C 2.67 0.69 -0.63  -0.16
6 C 1.49 0.03 -0.34  -0.47
7 C -2.95 0.35 1.39  -0.45
8 C -2.92 -0.80 2.29  -0.42
9 C -1.75 0.11 2.28  -0.10
10 C -1.22 1.05 -0.86  -0.67
11 N -0.57 -0.49 1.57  -0.97
12 O 0.46 1.99 1.32  -1.09
13 P 0.17 0.76 0.62  2.05
14 Cl -0.45 2.24 -1.92  -0.06
15 H 3.83 -1.17 -3.17  0.22
16 H 1.50 -2.43 -2.94  0.24
17 H 4.45 0.47 -1.71  0.21
18 H 0.09 -1.56 -0.82  0.23
19 H 3.21 1.53 -0.09  0.25
20 H -2.82 0.05 0.32  0.23
21 H -3.53 1.25 1.67  0.23
22 H -3.64 -0.69 3.09  0.22
23 H -2.90 -1.77 1.80  0.23
24 H -1.41 0.92 3.00  0.24
25 H -1.99 1.50 -0.24  0.24
26 H -1.34 0.28 -1.45  0.21
27 H 0.11 -0.87 2.23  0.39

***

# 4
DFT (ωB97M-V/def2-TZVPD) results for a cluster of 6 separate species, C47H98NO7S in total.

Summary:
calculated total energy = -2828.72633 Eh
F_max = 6.61 eV Å⁻¹
orbital gap = 7.23 eV
charge = +1

Last column: Mulliken charge in e.
Positions of all 154 atoms, in Å:
1 C -3.27 -2.32 -0.13  -0.72
2 C -3.82 -2.29 -1.67  -0.03
3 O -2.84 -3.01 -2.46  -0.44
4 C -1.96 -2.08 -3.19  -0.08
5 C -0.69 -2.95 -3.72  -0.57
6 O 0.59 -2.29 -3.55  -0.30
7 C 1.62 -3.21 -3.10  -0.50
8 C 2.70 -2.29 -2.31  0.23
9 N 4.10 -2.22 -2.68  -0.04
10 C 5.08 -1.38 -2.00  -0.07
11 C 6.64 -1.33 -2.41  -0.76
12 C 7.39 -2.41 -1.46  -0.44
13 C 8.58 -1.81 -0.57  -0.88
14 S 8.38 -2.17 1.27  1.11
15 O 7.65 -3.48 1.51  -0.63
16 O 9.76 -2.18 1.90  -0.60
17 O 7.51 -0.97 2.06  -0.37
18 C 4.64 -0.47 -0.82  0.33
19 C 5.66 0.49 -0.08  0.25
20 C 5.58 1.96 -0.78  -0.98
21 C 3.16 -0.49 -0.32  0.24
22 C 2.72 0.42 0.92  0.32
23 O 2.47 1.64 0.79  -0.49
24 O 2.60 -0.22 2.19  -0.47
25 C 2.18 -1.44 -1.09  0.53
26 C 0.66 -1.48 -0.57  -1.22
27 H -3.09 -1.24 0.21  0.06
28 H -2.29 -2.91 -0.03  0.23
29 H -4.02 -2.84 0.57  0.33
30 H -4.00 -1.21 -2.03  0.36
31 H -4.81 -2.85 -1.75  -0.04
32 H -2.50 -1.58 -4.08  0.17
33 H -1.68 -1.24 -2.48  0.39
34 H -0.86 -3.08 -4.86  0.11
35 H -0.77 -3.97 -3.21  0.36
36 H 1.23 -4.06 -2.44  0.40
37 H 2.14 -3.59 -4.06  0.28
38 H 4.37 -2.83 -3.48  0.36
39 H 6.77 -1.71 -3.50  0.46
40 H 7.07 -0.28 -2.36  0.30
41 H 6.61 -2.85 -0.74  0.39
42 H 7.78 -3.27 -2.11  0.38
43 H 9.54 -2.38 -0.86  0.44
44 H 8.78 -0.70 -0.73  0.46
45 H 6.97 -1.35 2.78  0.33
46 H 6.76 0.17 -0.15  -0.34
47 H 5.41 0.55 1.04  -0.15
48 H 4.46 2.25 -0.75  0.32
49 H 6.24 2.73 -0.26  0.27
50 H 5.90 1.86 -1.89  0.34
51 H 3.20 -1.00 2.24  0.41
52 H -0.05 -0.83 -1.17  0.10
53 H 0.35 -2.59 -0.54  0.31
54 H 0.58 -1.13 0.53  0.48
55 C 8.49 4.43 4.72  -1.44
56 C 7.26 3.74 5.28  -0.30
57 C 6.85 2.49 4.50  -0.83
58 C 6.46 2.72 3.05  0.46
59 C 5.30 3.70 2.83  -0.57
60 C 4.00 3.25 3.46  -0.42
61 H 8.32 4.79 3.70  0.30
62 H 8.75 5.30 5.33  0.43
63 H 9.35 3.75 4.71  0.31
64 H 6.42 4.45 5.32  0.22
65 H 7.46 3.45 6.32  0.48
66 H 6.03 2.00 5.03  0.30
67 H 7.69 1.77 4.53  0.41
68 H 6.19 1.76 2.60  -0.54
69 H 7.33 3.07 2.48  0.35
70 H 5.15 3.83 1.75  0.37
71 H 5.57 4.70 3.21  0.39
72 H 3.69 2.28 3.05  -0.06
73 H 3.20 3.97 3.24  0.43
74 H 4.08 3.16 4.54  -0.17
75 C 3.86 0.05 10.62  -1.18
76 C 3.09 1.34 10.39  -0.37
77 C 2.55 1.47 8.96  -0.88
78 C 3.62 1.53 7.87  -0.64
79 C 4.65 2.65 8.01  0.35
80 C 4.04 4.04 7.94  -1.29
81 H 4.75 -0.01 10.00  0.28
82 H 4.18 -0.02 11.66  0.38
83 H 3.23 -0.83 10.41  0.29
84 H 3.72 2.19 10.64  0.22
85 H 2.24 1.36 11.08  0.38
86 H 1.93 2.37 8.90  0.31
87 H 1.88 0.63 8.75  0.39
88 H 3.12 1.63 6.90  0.27
89 H 4.15 0.57 7.82  0.42
90 H 5.39 2.55 7.20  -0.47
91 H 5.21 2.54 8.94  0.47
92 H 3.52 4.19 6.99  0.21
93 H 4.83 4.80 8.01  0.37
94 H 3.34 4.21 8.76  0.42
95 C -7.64 -3.53 -4.54  -1.36
96 C -7.08 -2.24 -3.96  0.24
97 C -7.62 -1.91 -2.57  0.01
98 C -9.13 -1.68 -2.49  -0.98
99 C -9.66 -0.56 -3.39  -0.52
100 C -9.10 0.81 -3.05  -0.84
101 H -8.72 -3.47 -4.68  0.33
102 H -7.19 -3.73 -5.51  0.35
103 H -7.42 -4.38 -3.89  0.31
104 H -7.27 -1.41 -4.65  0.31
105 H -5.99 -2.34 -3.89  -0.11
106 H -7.09 -1.03 -2.19  -0.23
107 H -7.36 -2.74 -1.89  0.44
108 H -9.39 -1.45 -1.45  0.39
109 H -9.66 -2.61 -2.73  0.40
110 H -10.75 -0.52 -3.29  0.41
111 H -9.46 -0.79 -4.44  0.24
112 H -9.32 1.08 -2.02  0.05
113 H -9.54 1.57 -3.70  0.40
114 H -8.01 0.85 -3.20  0.25
115 C -4.14 3.52 2.39  -1.18
116 C -5.44 2.93 2.92  -0.41
117 C -5.50 1.40 2.81  -1.00
118 C -5.44 0.85 1.39  -0.37
119 C -6.53 1.35 0.44  -0.22
120 C -7.94 0.97 0.88  -1.13
121 H -4.01 3.32 1.32  0.27
122 H -4.13 4.60 2.52  0.39
123 H -3.28 3.11 2.92  0.28
124 H -6.29 3.38 2.40  0.25
125 H -5.54 3.21 3.97  0.41
126 H -6.41 1.05 3.30  0.35
127 H -4.67 0.97 3.38  0.42
128 H -5.50 -0.25 1.44  0.31
129 H -4.47 1.07 0.95  0.29
130 H -6.36 0.92 -0.55  0.13
131 H -6.46 2.44 0.32  0.32
132 H -8.04 -0.11 0.97  0.24
133 H -8.67 1.33 0.15  0.22
134 H -8.19 1.42 1.85  0.39
135 C -3.48 -3.49 -6.84  -1.08
136 C -4.26 -2.20 -7.07  0.44
137 C -4.79 -2.06 -8.50  -0.90
138 C -3.73 -2.00 -9.60  -0.78
139 C -2.70 -0.88 -9.46  -0.28
140 C -3.31 0.51 -9.52  -1.19
141 H -2.59 -3.54 -7.47  0.36
142 H -3.16 -3.54 -5.80  0.15
143 H -4.11 -4.36 -7.05  0.33
144 H -3.63 -1.34 -6.82  0.24
145 H -5.10 -2.17 -6.38  -0.25
146 H -5.42 -1.16 -8.56  0.35
147 H -5.46 -2.90 -8.71  0.40
148 H -4.23 -1.90 -10.56  0.40
149 H -3.20 -2.96 -9.64  0.29
150 H -1.97 -0.98 -10.26  0.38
151 H -2.14 -0.99 -8.52  0.19
152 H -3.84 0.66 -10.47  0.30
153 H -2.53 1.27 -9.45  0.38
154 H -4.01 0.68 -8.70  0.28

***

> Which of these has the highest F_max?

C10H13ClNOP

***

> Look up the F_max of the second one.

0.72 eV Å⁻¹

***

> calculated total energy of number 4 (C47H98NO7S)?

-2828.72633 Eh

***

> Which value of F_max does entry 1 give?

2.67 eV Å⁻¹